# 1
DFT (ωB97M-V with the def2-TZVPD basis set) results for a 3-piece molecular cluster, C14H14Cl2N2O4 overall in a non-equilibrium geometry.

Gap between HOMO and LUMO ... 9.37 eV
Spin multiplicity ... 1
SMILES string ... O=[N+]([O-])c1ccccc1.O=[N+]([O-])c1ccccc1.ClCCCl
Net charge ... 0
Energy relative to the best compared isomer or geometry (same formula, charge and spin) ... 150.1 kcal/mol
Maximum force ... 1.04 eV Å⁻¹

The geometry in XYZ format:
```
36
C14H14Cl2N2O4 (ωB97M-V with the def2-TZVPD basis set)
C 3.158 -4.734 1.481
C 0.025 0.937 -0.970
C -1.598 3.440 0.692
H -0.144 1.723 -1.712
H 0.227 -3.017 1.424
H -1.096 -0.654 -1.965
H 1.513 -4.646 2.840
C -0.908 4.144 -0.283
H -4.792 4.075 -0.262
C -1.157 0.011 -1.111
C -3.023 4.852 -1.223
H -2.047 0.634 -1.203
Cl -1.414 -0.953 0.377
N 4.961 -4.780 -0.173
C 1.155 -3.460 1.084
N -3.678 2.510 1.573
H 3.290 -3.214 -1.540
C 2.871 -3.583 -0.614
C 1.915 -4.281 1.903
C -1.635 4.873 -1.216
H -3.570 5.389 -1.986
O 5.728 -5.150 0.696
Cl 1.583 0.171 -1.289
H 1.087 -2.438 -0.804
H 3.725 -5.379 2.136
H 0.173 4.150 -0.254
O -3.255 2.458 2.714
O 5.234 -4.697 -1.352
C 3.622 -4.358 0.239
H -1.155 2.806 1.451
C 1.645 -3.108 -0.169
H -1.122 5.460 -1.969
H 0.012 1.427 -0.005
C -2.973 3.395 0.642
C -3.712 4.082 -0.303
O -4.645 1.915 1.150
```

# 2
DFT (ωB97M-V with the def2-TZVPD basis set) results for C14H14Cl3GeNORh as an isolated structure in a non-equilibrium geometry.

Gap between HOMO and LUMO (alpha / beta) ... 5.18 / 5.86 eV
Spin multiplicity ... 6
Net charge ... 0
Maximum force ... 2.56 eV Å⁻¹

The geometry in XYZ format:
```
35
C14H14Cl3GeNORh (ωB97M-V with the def2-TZVPD basis set)
Rh 0.600 0.611 -0.801
H 1.267 3.850 -0.126
H 0.399 4.628 -1.454
H -0.988 -2.354 3.051
H -0.162 -0.969 4.913
C -0.103 2.573 -1.170
C -1.639 -3.739 -0.709
C -2.411 2.067 -1.363
H -0.389 -1.645 -3.060
C -0.409 -1.468 2.852
N 0.607 0.032 1.272
C -1.348 -3.218 -1.973
Cl 4.326 2.002 -0.452
H -2.181 -4.671 -0.631
C 0.047 -0.700 3.888
H -2.899 2.314 -2.309
C 0.802 0.460 3.601
C -1.226 -3.097 0.432
H -1.415 -3.544 1.395
C -0.643 -2.021 -2.075
Ge 2.989 0.496 -1.385
H -1.664 -3.739 -2.864
C -0.129 -1.121 1.513
H -3.138 2.151 -0.555
Cl 3.296 0.906 -3.537
C -0.286 -1.318 -0.942
C 1.048 0.772 2.285
C 0.878 3.701 -1.137
Cl 4.145 -1.345 -1.104
C -0.546 -1.860 0.365
H -2.019 1.036 -1.405
H 1.183 1.085 4.390
H 1.647 1.639 2.023
H 1.732 3.489 -1.782
O -1.371 2.997 -1.144
```

# 3
DFT (ωB97M-V with the def2-TZVPD basis set) results for C14H14ClF5N4O2S in the gas phase in a non-equilibrium geometry.

Gap between HOMO and LUMO ... 9.36 eV
Spin multiplicity ... 1
SMILES string ... COCc1nn2c(CN3C[C@@H](CC(F)(F)Cl)CC3=O)c(C(F)(F)F)nc2s1
Net charge ... 0
Maximum force ... 1.99 eV Å⁻¹

The geometry in XYZ format:
```
41
C14H14ClF5N4O2S (ωB97M-V with the def2-TZVPD basis set)
C -2.103 -0.365 1.810
C -1.500 -1.393 -0.544
H 0.546 3.350 -3.418
N 1.219 -1.478 1.109
O 0.921 -1.649 -2.140
F -3.896 1.074 2.480
F -4.280 -1.043 2.034
H 3.833 -4.076 2.815
C -1.475 3.918 -2.943
C 2.020 -1.324 2.141
O 4.119 -2.004 3.278
F -2.391 3.769 -1.983
N -0.036 -1.082 1.494
H 4.504 -3.708 4.333
H -1.118 -2.413 -0.695
C -1.261 -0.955 0.885
C -0.203 3.067 -2.676
N -0.931 -0.402 -1.485
C -1.367 0.980 -1.608
H -2.570 -1.516 -0.748
C 3.490 -1.517 2.067
H -1.223 1.479 -0.637
H -0.936 1.317 -3.669
C 0.828 0.723 -2.613
H 1.541 1.192 -1.939
H 3.761 -2.204 1.256
C -0.467 1.541 -2.734
H 1.348 0.572 -3.585
F -3.835 0.449 0.361
H -2.418 1.054 -1.922
H 0.282 3.386 -1.754
N -1.399 -0.199 3.005
C 0.338 -0.581 -2.055
Cl -2.170 3.622 -4.554
H 3.961 -0.576 1.834
C 3.772 -3.362 3.624
S 1.217 -0.808 3.658
C -3.556 0.031 1.637
H 2.762 -3.422 4.076
F -1.107 5.208 -2.945
C -0.222 -0.655 2.753
```

# 4
DFT (ωB97M-V with the def2-TZVPD basis set) results for C14H14CoF2 as an isolated structure in a non-equilibrium geometry.

Gap between HOMO and LUMO (alpha / beta) ... 5.90 / 5.83 eV
Spin multiplicity ... 5
Net charge ... +1
Energy relative to the best compared isomer or geometry (same formula, charge and spin) ... 0.0 kcal/mol
Maximum force ... 3.27 eV Å⁻¹

The geometry in XYZ format:
```
31
C14H14CoF2 (ωB97M-V with the def2-TZVPD basis set)
H -2.214 -0.525 -1.699
H -2.342 2.023 2.740
C -1.310 -1.257 2.750
F 1.755 -1.149 1.497
H 2.395 0.570 0.721
H 0.850 0.148 4.946
C -2.094 -0.116 2.438
H -1.395 -2.161 2.156
C -0.065 0.041 4.333
H -2.858 -0.170 1.650
C -1.818 1.134 3.068
H -0.369 2.145 4.311
C -0.317 -0.126 -2.690
H -0.437 1.042 -5.944
C -0.772 1.197 3.984
C -0.834 0.530 -3.850
C 1.363 0.439 -4.946
H -0.686 -1.271 -0.951
H 0.383 -2.006 3.937
C 1.919 -0.107 -3.778
Co -0.054 0.209 2.033
H 2.960 -0.369 -3.768
C -0.283 -1.170 3.719
H 1.929 0.571 -5.853
C -0.029 0.716 -4.985
C 1.094 -0.402 -2.686
H 1.490 -0.933 -1.863
C -1.120 -0.590 -1.668
F 2.826 0.498 2.693
C 1.931 0.312 1.655
H -1.898 0.776 -3.953
```